Density functional theory data (ωB97M-V with the def2-TZVPD basis set) for one molecule with the formula C3H9N3.

XYZ file:
```
15
Properties=species:S:1:pos:R:3:forces:R:3:nbo_charge:R:1
H 2.564916 -1.729167 0.941996 0.63 0.18 0.76 0.32
N 2.213017 -1.823534 0.008875 -2.38 0.74 -0.80 -0.67
C 1.180105 -1.050735 -0.113463 1.55 -0.67 -0.24 0.26
N 0.741023 -0.054584 0.744071 -0.19 -2.06 4.43 -0.47
N -0.455730 0.564905 0.405755 -0.82 0.46 -0.08 -0.30
C -0.165346 1.616772 -0.562117 1.00 0.61 1.29 -0.43
C -1.602963 -0.311551 0.060743 0.38 0.33 0.43 -0.44
H 0.567760 -1.021956 -1.021985 0.64 -0.32 -0.13 0.15
H 0.715634 -0.364684 1.863202 0.36 1.09 -3.85 0.37
H 0.781295 2.105659 -0.209582 -0.82 -0.45 -0.44 0.22
H -0.916195 2.393941 -0.539030 -0.47 0.00 -0.18 0.20
H -0.004220 1.244277 -1.558853 -0.02 -0.15 -0.72 0.17
H -2.498232 0.381480 0.072964 0.81 -1.20 -0.20 0.22
H -1.437461 -0.816235 -0.920526 -0.56 0.41 0.37 0.17
H -1.683603 -1.134588 0.827950 -0.11 1.04 -0.63 0.21
```
Positions in Å, forces in eV/Å.

Total charge: 0
ΔE to the lowest compared entry with this formula, charge and spin, kJ/mol: 247.4
HOMO, eV: -9.033

=====

Density functional theory data (ωB97M-V with the def2-TZVPD basis set) for a 6-piece molecular cluster, C37H65NO15P overall.

XYZ file:
```
119
Properties=species:S:1:pos:R:3:forces:R:3:mulliken_spin:R:1
C -3.043770 2.057611 3.653578 -0.02 0.53 -0.27 0.00
C -4.239065 1.955308 2.717176 -0.01 -0.07 0.35 0.00
O -4.521237 0.584669 2.408688 -0.05 0.48 -0.13 0.00
P -4.400226 -0.054237 0.956149 0.03 -0.32 -0.04 0.00
O -5.324769 -1.169956 0.798087 -0.29 -0.40 -0.02 0.00
C -2.682279 -0.549914 0.779087 0.02 -0.21 0.09 0.00
C -2.515840 -1.786681 -0.114359 0.15 0.00 -0.14 0.00
C -1.057385 -2.044955 -0.542545 -0.10 0.11 -0.16 -0.02
C -0.175356 -2.092187 0.719636 -0.20 -0.04 0.29 0.01
O 0.209766 -0.813622 1.191296 -0.07 0.12 -0.07 0.00
C 1.586607 -0.494540 1.107433 -0.02 -0.13 0.17 0.00
C -0.576544 -0.963261 -1.526868 0.34 -0.24 0.04 -0.01
C -0.708899 -1.288064 -3.017362 0.15 0.40 -0.22 0.03
C -0.019005 -0.168717 -3.797035 0.07 -0.04 0.01 0.02
C -2.163069 -1.379381 -3.509113 -0.04 -0.20 0.01 0.04
N -0.010772 -2.555531 -3.356127 -1.03 -0.19 0.35 0.37
O -0.207505 -2.953438 -4.550415 0.37 0.10 -0.19 0.54
C 0.100258 -3.603575 -2.290384 0.37 -0.30 -0.11 0.00
C 1.529711 -3.531854 -1.750317 -0.07 0.02 -0.23 0.07
C -0.115173 -4.977088 -2.909978 0.05 -0.12 0.14 0.00
C -0.991805 -3.415185 -1.231848 0.00 0.09 0.10 -0.01
O -4.696272 1.162822 -0.032748 0.46 0.42 0.02 0.00
C -3.826900 1.510980 -1.124295 -0.29 0.08 -0.29 0.00
C -2.640924 2.402001 -0.756682 0.02 0.11 0.00 0.00
H -2.135678 2.268712 3.087658 0.15 -0.29 0.05 0.00
H -3.181939 2.915910 4.313053 0.04 -0.07 0.15 0.00
H -2.918372 1.149509 4.237235 -0.04 -0.02 0.05 0.00
H -5.136088 2.367457 3.177156 -0.06 -0.13 0.09 0.00
H -4.064515 2.534380 1.815873 -0.06 -0.04 -0.16 0.00
H -2.383389 -0.808103 1.796692 0.10 0.05 0.03 0.00
H -2.025267 0.263845 0.478293 -0.07 0.07 0.02 0.00
H -2.891474 -2.653381 0.433077 -0.03 -0.04 -0.03 0.00
H -3.134258 -1.719135 -1.010715 -0.05 0.07 0.00 0.00
H 0.691153 -2.740130 0.580092 0.10 0.14 -0.10 0.00
H -0.778664 -2.554005 1.510422 0.05 -0.10 0.03 0.00
H 2.047581 -0.554294 2.098420 0.01 -0.02 0.05 0.00
H 2.119744 -1.157311 0.427474 -0.02 0.09 0.02 0.00
H 1.684642 0.529198 0.745320 0.02 0.00 -0.07 0.00
H -1.101286 -0.017627 -1.380239 -0.01 -0.03 0.12 0.00
H 0.475924 -0.748961 -1.326751 0.02 0.05 -0.10 0.00
H -0.560072 0.768821 -3.654401 -0.02 0.04 0.00 0.00
H 1.004508 -0.030396 -3.449697 -0.04 0.00 -0.03 0.01
H -0.016540 -0.412976 -4.857898 0.02 0.00 -0.03 -0.01
H -2.799285 -0.670189 -2.983001 0.03 0.06 -0.05 -0.01
H -2.576416 -2.377856 -3.372192 -0.04 0.00 0.09 0.00
H -2.206741 -1.160974 -4.573823 0.00 -0.02 -0.04 -0.01
H 1.734678 -4.360653 -1.071822 -0.07 0.06 0.17 0.01
H 1.749195 -2.576435 -1.286811 0.05 -0.11 0.07 -0.03
H 2.204255 -3.631637 -2.601792 0.07 0.00 0.01 -0.01
H 0.631888 -5.206908 -3.665727 -0.06 0.09 -0.11 0.00
H -1.119112 -5.071842 -3.312961 0.07 0.00 -0.18 0.02
H -0.028477 -5.717064 -2.113219 0.01 -0.02 0.04 0.00
H -0.850927 -4.201598 -0.484058 -0.05 -0.02 0.04 0.00
H -1.952378 -3.631909 -1.701020 -0.03 -0.04 -0.01 0.00
H -3.502694 0.608941 -1.642231 0.03 -0.07 0.16 0.00
H -4.473165 2.042801 -1.818821 -0.06 -0.03 -0.02 0.00
H -2.579911 2.565422 0.316453 0.00 -0.03 0.09 0.00
H -1.693689 1.970972 -1.079101 0.01 0.00 0.01 0.00
H -2.730774 3.379291 -1.227918 -0.02 0.04 0.02 0.00
O 3.116392 -0.862879 -1.549569 0.24 0.05 -0.08 -0.01
C 3.615872 0.069882 -2.117771 -0.01 0.05 -0.07 0.00
O 2.892195 1.142282 -2.478470 0.00 0.01 0.01 0.01
C 3.706696 2.090433 -3.207929 0.16 0.00 -0.05 0.00
C 5.137316 1.764039 -2.793527 -0.03 -0.04 0.10 0.00
C 5.060025 0.258498 -2.540303 -0.03 0.24 0.09 0.00
H 3.540115 1.932858 -4.275527 -0.05 -0.05 0.00 0.00
H 3.387713 3.080075 -2.908681 -0.01 0.00 -0.07 0.00
H 5.870224 2.059545 -3.541149 -0.02 -0.04 -0.05 0.00
H 5.373570 2.285653 -1.864804 -0.02 0.01 -0.06 0.00
H 5.227605 -0.333255 -3.442598 0.00 -0.02 0.00 0.00
H 5.725587 -0.097387 -1.758028 0.01 -0.11 -0.03 0.00
O 2.838715 4.610177 -1.635780 -0.07 0.16 0.01 0.00
C 2.347941 4.725903 -0.549599 0.12 -0.08 0.09 0.00
O 1.847794 5.906632 -0.116728 0.00 0.01 0.00 0.00
C 1.394873 5.787806 1.243684 -0.02 -0.03 0.08 0.00
C 1.131845 4.299602 1.446987 0.03 -0.05 -0.07 0.00
C 2.181332 3.673657 0.525856 -0.49 0.11 0.12 0.00
H 2.182932 6.161214 1.900905 0.01 -0.02 0.01 0.00
H 0.512832 6.412458 1.359854 0.00 0.02 -0.04 0.00
H 1.211019 3.994569 2.488188 0.05 0.03 0.02 0.00
H 0.127746 4.052033 1.098141 -0.02 0.00 0.00 0.00
H 3.139095 3.537693 1.024874 -0.03 -0.02 -0.09 0.00
H 1.864261 2.732206 0.082285 0.15 -0.01 -0.06 0.00
O 0.263774 4.136917 6.918465 0.02 -0.03 -0.05 0.00
C -0.664924 3.437501 7.191706 0.01 0.01 0.11 0.00
O -1.946361 3.810904 6.946973 -0.04 0.02 -0.03 0.00
C -2.863317 2.830789 7.457249 -0.04 -0.18 0.02 0.00
C -2.057312 1.538168 7.550601 0.08 0.04 -0.01 0.00
C -0.657439 2.068335 7.849626 -0.15 -0.04 -0.16 0.00
H -3.222499 3.161329 8.434093 0.02 0.03 0.00 0.00
H -3.707414 2.762374 6.775373 0.01 0.07 -0.03 0.00
H -2.449202 0.848481 8.294527 0.00 0.03 0.04 0.00
H -2.059020 1.032219 6.584600 -0.03 -0.01 0.00 0.00
H -0.483864 2.209126 8.918098 0.03 0.00 0.00 0.00
H 0.145136 1.462355 7.438808 0.07 0.03 0.07 0.00
O -2.991219 -6.156807 -2.169128 -0.09 0.00 0.08 0.00
C -4.035386 -6.385063 -2.704438 0.06 -0.01 -0.09 0.00
O -4.952175 -7.227526 -2.173338 -0.02 -0.02 0.02 0.00
C -6.064674 -7.388848 -3.068671 -0.04 0.01 -0.06 0.00
C -6.043358 -6.152096 -3.962424 0.06 0.03 0.03 0.00
C -4.549309 -5.844645 -4.027022 -0.20 0.03 0.12 0.00
H -5.915900 -8.310444 -3.635786 0.00 0.00 -0.02 0.00
H -6.967400 -7.484128 -2.471009 0.02 0.01 0.04 0.00
H -6.510799 -6.321191 -4.929828 0.03 -0.04 -0.01 0.00
H -6.567218 -5.332337 -3.469868 -0.02 0.00 0.00 0.00
H -4.045060 -6.385932 -4.829835 0.02 0.02 -0.01 0.00
H -4.314778 -4.787208 -4.115460 0.09 -0.02 -0.04 0.00
O 5.226690 3.439443 0.730268 0.21 0.00 0.00 0.00
C 6.357242 3.067266 0.860517 -0.05 -0.10 0.09 0.00
O 7.183306 2.908479 -0.196094 0.06 0.00 -0.04 0.00
C 8.443527 2.355882 0.227282 0.06 -0.02 0.05 0.00
C 8.549283 2.697115 1.710602 -0.07 0.03 0.00 0.00
C 7.082598 2.682534 2.136139 0.18 0.13 -0.10 0.00
H 8.418764 1.278524 0.051030 0.00 -0.01 0.02 0.00
H 9.226326 2.795913 -0.384444 -0.03 0.03 -0.03 0.00
H 9.183960 2.005303 2.259154 -0.03 -0.04 -0.02 0.00
H 8.957921 3.700921 1.829945 0.02 0.00 -0.01 0.00
H 6.743485 1.686518 2.427451 -0.03 0.00 0.02 0.00
H 6.840926 3.383052 2.930455 -0.08 -0.05 0.03 0.00
```
Positions in Å, forces in eV/Å.

2S+1: 2
Total charge: 0
⟨S²⟩: 0.75
HOMO (alpha / beta), eV: -7.454 / -8.797

=====

Density functional theory data (ωB97M-V with the def2-TZVPD basis set) for a 2-piece molecular cluster, C4H12 overall.

XYZ file:
```
16
Properties=species:S:1:pos:R:3:forces:R:3:nbo_charge:R:1
C -1.617246 -0.468350 -0.396983 0.98 -0.23 1.47 -0.62
C -2.039111 0.347331 -1.607537 -0.41 -0.44 0.22 -0.62
H -0.834923 -1.239255 -0.453499 0.05 0.35 -0.93 0.20
H -1.185726 0.211224 0.331568 -0.27 0.04 0.29 0.21
H -2.389351 -1.032058 0.137269 -0.46 0.43 -0.42 0.20
H -1.846971 -0.211185 -2.518012 -0.60 0.02 -0.28 0.21
H -1.552527 1.311555 -1.730222 0.46 -0.07 0.31 0.21
H -3.088165 0.601369 -1.418576 0.01 -0.20 -0.75 0.21
C 2.331252 -0.519350 1.216881 -2.30 -0.25 -1.14 -0.63
C 1.392344 0.623320 0.757836 0.71 0.99 0.00 -0.61
H 2.731035 -1.024319 0.331155 1.08 0.75 0.23 0.21
H 2.992528 -0.181063 2.001100 0.30 -0.62 0.04 0.22
H 1.624976 -1.327795 1.450941 0.39 0.08 1.17 0.21
H 0.456323 0.736844 1.303824 -0.04 -0.68 -0.06 0.20
H 1.797876 1.629982 0.906982 0.57 -0.18 -0.14 0.20
H 1.227683 0.541750 -0.312726 -0.46 0.00 -0.01 0.20
```
Positions in Å, forces in eV/Å.

Total charge: 0
ΔE to the lowest compared entry with this formula, charge and spin, kJ/mol: 77.2
HOMO, eV: -11.185

=====

Table of max |F| (eV/A), in record order: 4.89 1.11 2.58